Arrangement 1

Entry from OMol25: a cluster of 2 separate species, C2H9NS in total (ωB97M-V/def2-TZVPD).

## Properties
HOMO-LUMO gap = 9.521 eV
structure (SMILES) = CSC.N
highest occupied orbital energy = -8.6 eV
lowest unoccupied orbital energy = 0.94 eV

Each atom is followed by the atoms it is bonded to, with distances in Å.
Element x y z (Å)
1 C 1.3815 0.9073 1.6182  S2 1.823, H4 1.102, H5 1.086, H6 1.085
2 S 0.5513 1.2467 0.0309  C1 1.823, C3 1.817
3 C 0.8895 -0.3819 -0.7007  S2 1.817, H7 1.085, H8 1.085, H9 1.093
4 H 2.4303 1.2457 1.6414  C1 1.102
5 H 1.0019 1.4122 2.5014  C1 1.086
6 H 1.3843 -0.1571 1.8262  C1 1.085
7 H 0.1339 -0.5499 -1.4615  C3 1.085
8 H 0.9935 -1.3379 -0.1983  C3 1.085
9 H 1.7890 -0.2230 -1.3001  C3 1.093
10 N -2.7639 -0.5051 -0.7181  H11 1.017, H12 1.017, H13 1.011
11 H -3.3592 -0.8881 -1.4485  N10 1.017
12 H -2.4579 0.3629 -1.1500  N10 1.017
13 H -1.9742 -1.1319 -0.6410  N10 1.011

Arrangement 2

Entry from OMol25: a cluster of 2 separate species, C2H9NS in total (ωB97M-V/def2-TZVPD).

## Properties
HOMO-LUMO gap = 9.925 eV
structure (SMILES) = CN.CS
highest occupied orbital energy = -9.0 eV
lowest unoccupied orbital energy = 0.89 eV

Each atom is followed by the atoms it is bonded to, with distances in Å.
Element x y z (Å)
1 C -0.3926 1.2991 -1.5940  N2 1.454, H3 1.100, H4 1.078, H5 1.097
2 N 0.4768 1.7036 -2.6864  C1 1.454, H6 1.015, H7 1.018
3 H -1.2039 0.5900 -1.8132  C1 1.100
4 H -0.9194 2.1909 -1.2956  C1 1.078
5 H 0.1565 0.9813 -0.6991  C1 1.097
6 H 0.8882 0.9859 -3.2737  N2 1.015
7 H 0.0011 2.2752 -3.3820  N2 1.018
8 C 0.2000 -1.8065 1.9759  S9 1.835, H10 1.084, H11 1.092, H12 1.087
9 S -0.6178 -1.1966 3.5009  C8 1.835, H13 1.345
10 H 0.4391 -0.9728 1.3251  C8 1.084
11 H -0.6223 -2.3373 1.4911  C8 1.092
12 H 1.0633 -2.4030 2.2594  C8 1.087
13 H 0.5311 -1.3098 4.1916  S9 1.345

Which one is the most stable? From the structures above, arrangement 1.